(1)
{"formula": "C21H42F6O21PV", "method": "ωB97M-V/def2-TZVPD", "species": ["V", "P", "F", "F", "F", "F", "F", "F", "C", "O", "C", "O", "O", "C", "H", "H", "H", "H", "H", "H", "C", "O", "C", "O", "O", "C", "H", "H", "H", "H", "H", "H", "C", "O", "C", "O", "O", "C", "H", "H", "H", "H", "H", "H", "C", "O", "C", "O", "O", "C", "H", "H", "H", "H", "H", "H", "C", "O", "C", "O", "O", "C", "H", "H", "H", "H", "H", "H", "C", "O", "C", "O", "O", "C", "H", "H", "H", "H", "H", "H", "C", "O", "C", "O", "O", "C", "H", "H", "H", "H", "H", "H"], "xyz": [[-24.57075, -13.72185, 12.69399], [-23.89428, -17.50321, 12.22113], [-24.74780, -18.06374, 13.49090], [-22.50417, -17.68102, 13.04481], [-23.78567, -19.00889, 11.67929], [-23.07808, -16.87098, 10.97741], [-25.27411, -17.28220, 11.36819], [-24.01936, -16.00273, 12.85332], [-23.24050, -10.40328, 8.49317], [-23.00920, -11.34645, 9.53149], [-23.49101, -11.14330, 10.74436], [-23.44044, -11.97425, 11.59649], [-23.97430, -9.89995, 10.85953], [-24.30514, -9.42793, 12.16710], [-24.30494, -10.34055, 8.26405], [-22.68755, -10.74992, 7.62450], [-22.91777, -9.37597, 8.66370], [-24.58323, -10.19471, 12.88296], [-25.15470, -8.74998, 12.06768], [-23.46169, -8.81183, 12.47737], [-20.35505, -14.28558, 15.07110], [-20.12869, -13.98664, 13.69307], [-21.18894, -13.87830, 12.90951], [-22.33598, -13.96316, 13.24722], [-20.84555, -13.53018, 11.68754], [-19.47961, -13.40984, 11.26909], [-20.49513, -15.34556, 15.27601], [-21.24106, -13.77409, 15.44889], [-19.46359, -13.92967, 15.57830], [-19.46780, -13.39957, 10.18014], [-18.97600, -14.32440, 11.57510], [-19.08190, -12.45517, 11.60360], [-23.86764, -10.48870, 17.07356], [-22.83905, -10.34340, 16.10918], [-22.93138, -10.95392, 14.92192], [-23.89034, -11.56388, 14.54287], [-21.95177, -10.56713, 14.12980], [-20.81189, -9.87764, 14.63644], [-24.73452, -10.90496, 16.55390], [-24.09219, -9.55419, 17.57567], [-23.58395, -11.24032, 17.81359], [-20.02471, -9.94292, 13.88774], [-20.40305, -10.40875, 15.49680], [-21.04583, -8.84217, 14.86744], [-30.06382, -14.38532, 11.87468], [-28.63526, -14.29078, 11.72890], [-27.83569, -15.03845, 12.46517], [-26.66936, -14.77268, 12.60263], [-28.43493, -16.05301, 13.04052], [-27.71486, -16.91458, 13.92674], [-30.43323, -14.75534, 10.92173], [-30.43180, -13.38093, 12.07280], [-30.42357, -15.02663, 12.67467], [-28.49774, -17.49496, 14.40764], [-27.13567, -16.34359, 14.65161], [-27.06234, -17.56076, 13.34987], [-29.06668, -11.05507, 13.37595], [-27.64738, -11.18495, 13.35756], [-27.05977, -11.58011, 12.21860], [-26.01520, -12.16221, 12.23595], [-27.70573, -11.17630, 11.15973], [-27.12269, -11.49301, 9.89966], [-29.52899, -10.50063, 12.56099], [-29.32115, -10.53910, 14.29923], [-29.47845, -12.06736, 13.39847], [-26.90700, -12.55919, 9.82428], [-26.15703, -10.99843, 9.75717], [-27.74517, -11.12036, 9.09368], [-22.60154, -14.94710, 8.81708], [-23.98259, -15.24681, 8.60254], [-24.84176, -14.76097, 9.47419], [-24.59397, -14.23733, 10.52589], [-26.08995, -15.00641, 9.11388], [-26.45736, -15.69374, 7.89520], [-22.16568, -14.70736, 7.84614], [-21.95652, -15.67360, 9.30011], [-22.54880, -13.99853, 9.35655], [-27.46350, -15.38287, 7.64222], [-26.46084, -16.74912, 8.17320], [-25.67852, -15.51238, 7.16058], [-26.91516, -13.00421, 16.41304], [-25.89689, -13.87620, 16.83640], [-24.99880, -14.39568, 16.03583], [-24.93901, -14.15209, 14.84829], [-24.20645, -15.18033, 16.72014], [-23.33046, -16.07778, 16.03508], [-27.43458, -13.33734, 15.51179], [-26.51797, -12.01257, 16.19818], [-27.67498, -12.92069, 17.18460], [-23.21675, -15.97929, 14.95703], [-23.75550, -17.07762, 16.16376], [-22.37775, -16.08395, 16.55786]], "e_lumo_ha": [-0.0631, -0.0631], "s_squared": 3.752, "energy_ev": -116739.4173, "de_lowest_ev": 1.074, "homo_ev": [-10.4563, -13.3880], "multiplicity": 4, "charge": 1}

(2)
{"formula": "C6H10", "method": "ωB97M-V/def2-TZVPD", "species": ["C", "C", "C", "C", "C", "C", "H", "H", "H", "H", "H", "H", "H", "H", "H", "H"], "xyz": [[-2.70334, 1.34224, -0.53866], [-1.81547, 0.28033, 0.06017], [2.86638, -0.97757, 0.94614], [2.01089, -0.79798, -0.04777], [0.57060, -0.59875, 0.05606], [-0.26682, 0.46500, -0.43567], [-2.31951, 2.33595, -0.47630], [-2.92863, 1.08409, -1.69735], [-3.77435, 1.34779, 0.06578], [-1.64243, 0.29100, 1.14487], [-2.09683, -0.77895, -0.17941], [3.91123, -1.04683, 0.55474], [2.49938, -0.87794, 2.00060], [2.49438, -0.49244, -1.03251], [-0.12189, -1.40332, 0.46489], [0.00526, 1.26109, -1.08692]], "e_lumo_ha": 0.0344, "energy_ev": -6381.0616, "de_lowest_ev": 2.798, "smiles": "C=C/C=C/CC", "homo_ev": -8.5277}

(3)
{"formula": "C26H57BBr2N2O9", "method": "ωB97M-V/def2-TZVPD", "species": ["C", "C", "C", "N", "B", "C", "C", "N", "C", "Br", "C", "C", "Br", "H", "H", "H", "H", "H", "H", "H", "H", "H", "H", "H", "H", "H", "H", "H", "C", "O", "C", "C", "O", "C", "C", "O", "C", "H", "H", "H", "H", "H", "H", "H", "H", "H", "H", "H", "H", "H", "H", "C", "O", "C", "C", "O", "C", "C", "O", "C", "H", "H", "H", "H", "H", "H", "H", "H", "H", "H", "H", "H", "H", "H", "C", "O", "C", "C", "O", "C", "C", "O", "C", "H", "H", "H", "H", "H", "H", "H", "H", "H", "H", "H", "H", "H", "H"], "xyz": [[-4.32314, 7.77138, -2.75742], [-3.67918, 6.68325, -3.61064], [-4.60114, 5.47599, -3.76680], [-3.84732, 4.30141, -4.22645], [-2.97467, 3.66523, -3.24171], [-3.43265, 3.41823, -1.74065], [-2.48551, 3.90565, -0.66721], [-2.08677, 5.09598, -0.49902], [-1.57078, 3.12973, -3.69829], [-0.86881, 1.72046, -2.58637], [-0.75741, 3.50673, -4.69873], [0.60003, 2.96856, -5.03051], [-1.20425, 4.94881, -5.84852], [-4.40819, 7.46355, -1.71090], [-3.73484, 8.69113, -2.77443], [-5.32902, 8.00952, -3.11539], [-2.72985, 6.36340, -3.16107], [-3.42151, 7.07526, -4.59716], [-5.13224, 5.30602, -2.81713], [-5.36898, 5.70443, -4.51104], [-4.49054, 3.61560, -4.61434], [-4.42368, 3.84329, -1.55586], [-3.53587, 2.32860, -1.64850], [-2.11134, 3.16414, 0.04219], [-2.48870, 5.72322, -1.19963], [1.36486, 3.60900, -4.58024], [0.75401, 2.98820, -6.10881], [0.73302, 1.95540, -4.65720], [3.53510, -2.98609, 3.28616], [3.08421, -1.95154, 2.44322], [3.66149, -2.00231, 1.15296], [2.81923, -1.25883, 0.14101], [1.64382, -1.94764, -0.25996], [0.56157, -1.99421, 0.65449], [-0.18274, -0.68675, 0.80086], [0.56482, 0.23468, 1.56763], [0.25741, 1.57629, 1.25789], [4.60526, -2.89339, 3.50634], [2.98032, -2.91369, 4.22073], [3.35702, -3.97086, 2.83848], [3.77894, -3.04500, 0.82995], [4.65890, -1.53976, 1.17227], [3.41492, -1.17630, -0.77080], [2.59296, -0.25287, 0.49813], [0.88151, -2.36131, 1.63251], [-0.13759, -2.71719, 0.22674], [-1.14729, -0.89035, 1.28952], [-0.39113, -0.27324, -0.19510], [0.42545, 1.76165, 0.19136], [0.91918, 2.21155, 1.84309], [-0.78163, 1.82315, 1.50683], [-0.26243, -3.14491, -8.29605], [0.19515, -3.65010, -7.06544], [1.60462, -3.65269, -6.95907], [2.04078, -3.65936, -5.51134], [1.88805, -2.41057, -4.86018], [0.58794, -2.07848, -4.39584], [0.19474, -2.77686, -3.11551], [-0.17405, -4.12451, -3.36761], [-0.00722, -4.94877, -2.23984], [0.02536, -3.79093, -9.13455], [-1.34865, -3.09976, -8.24528], [0.12988, -2.13870, -8.48469], [2.02435, -2.76954, -7.45803], [2.01644, -4.54714, -7.44922], [3.11568, -3.85521, -5.50369], [1.53627, -4.46106, -4.96769], [-0.16672, -2.24116, -5.16917], [0.62998, -1.00733, -4.18441], [-0.66328, -2.24181, -2.67980], [1.01983, -2.73629, -2.39745], [1.02010, -4.90494, -1.86015], [-0.23683, -5.96878, -2.54333], [-0.68541, -4.66518, -1.42438], [0.18816, -0.78818, 4.43655], [0.01705, -0.98252, 5.82361], [-0.03704, -2.34705, 6.17958], [0.38764, -2.55292, 7.61590], [1.78833, -2.44396, 7.81627], [2.32681, -1.13434, 7.90006], [2.14767, -0.48478, 9.25350], [0.81394, -0.05252, 9.43699], [0.45581, 0.06393, 10.79281], [-0.67924, -1.14422, 3.86613], [0.30833, 0.27646, 4.25678], [1.08209, -1.30317, 4.06815], [0.62000, -2.93668, 5.52599], [-1.06197, -2.72883, 6.05948], [0.14290, -3.58402, 7.88107], [-0.16594, -1.88160, 8.27580], [1.93314, -0.48779, 7.11312], [3.40110, -1.25836, 7.74488], [2.83173, 0.37386, 9.31861], [2.42601, -1.20048, 10.03769], [0.60095, -0.88302, 11.32570], [-0.59748, 0.33535, 10.82855], [1.03817, 0.84081, 11.30299]], "e_lumo_ha": -0.0051, "energy_ev": -190050.3182, "smiles": "[H]/N=C\\CB(NCCC)/C(Br)=C(/C)Br.COCCOCCOC.COCCOCCOC.COCCOCCOC", "homo_ev": -8.9938}

(4)
{"formula": "C5H8O", "method": "ωB97M-V/def2-TZVPD", "species": ["C", "C", "C", "C", "C", "O", "H", "H", "H", "H", "H", "H", "H", "H"], "xyz": [[-2.26177, 0.82977, -0.43539], [-1.30252, -0.21514, -0.94557], [0.06529, -0.01433, -0.90140], [1.24505, -0.05317, -0.64120], [2.37500, -0.53512, 0.06006], [3.02922, 0.29645, 0.94734], [-2.13081, 1.78742, -0.96285], [-3.29208, 0.50645, -0.59261], [-2.08959, 0.99752, 0.62636], [-0.86827, -1.37730, 0.73912], [-1.63122, -0.70403, -1.87679], [3.17409, -0.90078, -0.62673], [1.41998, -1.48601, 0.80788], [2.34644, 0.69381, 1.50746]], "e_lumo_ha": [-0.0167, -0.0208], "energy_ev": -7354.4777, "de_lowest_ev": 7.778, "homo_ev": [-8.0925, -8.8012]}